Formula: C6H15O3P
Source: the OMol25 dataset
Level of theory: ωB97M-V with the def2-TZVPD basis set

XYZ file:
```
25
C6H15O3P, DFT ωB97M-V with the def2-TZVPD basis set
C -2.093 2.639 -1.370
C 1.817 -0.145 3.227
C -0.446 -3.021 -2.048
C -0.925 1.579 -1.266
C 0.807 0.335 2.219
C 0.850 0.889 -0.110
O -0.362 -2.271 0.673
O -0.373 1.488 0.014
O 1.520 0.570 0.970
P 0.148 -1.870 -0.644
H -1.851 3.650 -1.110
H -2.505 2.608 -2.392
H -2.903 2.431 -0.728
H 2.471 0.688 3.401
H 1.324 -0.410 4.123
H 2.343 -1.038 2.901
H -0.119 -2.803 -3.022
H 0.064 -3.968 -1.837
H -1.481 -3.259 -1.854
H -0.182 1.802 -2.107
H -1.329 0.609 -1.588
H 0.156 1.091 2.667
H 0.058 -0.501 1.959
H 1.488 0.907 -1.026
H 1.523 -1.999 -1.052
```

Calculated values
* LUMO (spin up / spin down): 0.082 / 0.376 eV
* HOMO (spin up / spin down): -0.24406 / -0.25083 Ha

***

Formula: C31H39N7O2PRuS5Sb
Source: the OMol25 dataset
Level of theory: ωB97M-V with the def2-TZVPD basis set

XYZ file:
```
87
C31H39N7O2PRuS5Sb, DFT ωB97M-V with the def2-TZVPD basis set
Ru 8.026 20.300 9.806
N 9.973 23.470 17.512
C 9.605 22.518 16.562
C 8.340 22.570 16.029
C 7.979 21.592 15.074
C 8.887 20.672 14.644
C 10.203 20.614 15.199
C 10.586 21.583 16.094
S 8.348 19.421 13.503
O 9.133 18.258 13.747
O 6.884 19.288 13.491
N 8.735 20.012 11.914
C 9.975 19.613 11.489
N 11.023 19.389 12.222
C 12.147 18.955 11.581
C 12.222 18.738 10.226
C 11.071 19.100 9.513
N 9.958 19.587 10.097
H 9.599 24.410 17.594
H 10.929 23.447 17.839
H 7.638 23.345 16.372
H 6.992 21.564 14.642
H 10.883 19.842 14.971
H 11.573 21.677 16.531
H 12.980 18.757 12.212
H 13.074 18.263 9.845
H 11.017 19.118 8.448
S 4.321 22.068 6.978
Sb 5.362 20.217 7.827
S 7.861 20.439 7.568
S 5.785 20.438 10.215
S 4.846 18.094 7.330
C 11.218 23.019 10.512
C 9.779 23.193 11.011
C 9.570 24.611 11.578
P 8.304 22.673 9.880
C 8.670 23.905 8.468
C 7.348 24.353 7.807
C 9.606 23.541 7.330
C 6.789 23.619 10.740
C 5.423 23.480 10.074
C 6.560 23.236 12.218
H 11.846 22.914 11.427
H 11.577 23.900 9.959
H 11.388 22.163 9.847
H 9.579 22.474 11.877
H 9.108 25.311 10.923
H 10.608 24.984 11.839
H 8.990 24.633 12.522
H 9.165 24.756 8.986
H 6.750 23.539 7.364
H 7.613 25.076 6.989
H 6.732 24.995 8.458
H 9.967 24.432 6.820
H 9.124 22.797 6.722
H 10.508 23.017 7.662
H 7.124 24.672 10.748
H 5.414 22.871 9.225
H 5.088 24.463 9.738
H 4.694 23.075 10.787
H 6.188 22.215 12.382
H 5.737 23.862 12.616
H 7.458 23.410 12.806
N 7.240 13.083 10.625
C 7.352 11.786 10.102
C 7.194 10.560 10.716
C 8.022 9.500 10.346
C 8.803 9.645 9.169
C 8.750 10.782 8.370
C 8.185 11.931 8.949
N 8.558 13.213 8.795
C 7.894 13.927 9.789
C 7.992 15.352 9.962
C 7.385 16.087 10.974
C 7.167 17.446 10.770
N 7.792 18.164 9.793
C 8.347 17.436 8.754
C 8.401 16.068 8.814
H 6.743 13.370 11.458
H 6.452 10.372 11.514
H 8.080 8.604 10.914
H 9.411 8.818 8.778
H 9.285 10.788 7.411
H 7.131 15.677 11.917
H 6.522 18.011 11.405
H 8.670 18.022 7.903
H 8.737 15.508 7.909
```

Calculated values
* expectation value of S²: 8.803
* spin multiplicity: 6
* LUMO (spin up / spin down): 1.917 / 0.183 eV
* HOMO (spin up / spin down): -0.07892 / -0.17923 Ha
* net charge: -1

***

Formula: C5H13N2O
Source: the OMol25 dataset
Level of theory: ωB97M-V with the def2-TZVPD basis set

XYZ file:
```
21
C5H13N2O, DFT ωB97M-V with the def2-TZVPD basis set
C 0.411 -0.830 1.039
N 0.100 0.170 -0.020
C 1.210 0.241 -1.051
C 0.620 0.691 -2.371
C -0.314 -0.375 -3.076
O -0.475 -1.502 -2.619
C -0.768 -0.788 1.924
N -0.984 0.647 2.650
H 1.359 -0.434 1.586
H 0.576 -1.933 0.917
H -0.784 0.141 -0.553
H 1.974 -0.611 -1.032
H 1.786 1.170 -0.650
H 1.402 0.872 -3.078
H 0.155 1.762 -2.415
H -0.703 0.211 -3.997
H -1.803 -0.995 1.428
H -0.685 -1.581 2.786
H -0.112 0.900 3.176
H -1.818 0.817 3.416
H -1.146 1.427 1.941
```

Calculated values
* expectation value of S²: 0.751
* spin multiplicity: 2
* LUMO (spin up / spin down): 0.744 / 0.690 eV
* HOMO (spin up / spin down): -0.13199 / -0.34313 Ha

***

Formula: C3H5N3O
Source: the OMol25 dataset
Level of theory: ωB97M-V with the def2-TZVPD basis set

XYZ file:
```
12
C3H5N3O, DFT ωB97M-V with the def2-TZVPD basis set
C 0.131 2.136 0.833
C 0.232 0.836 0.108
C -0.222 -1.196 -0.468
H -0.324 1.740 1.838
H -0.619 3.082 0.484
H 1.162 2.523 0.749
H -1.556 -2.325 -1.687
H 0.217 -3.310 -0.633
N 1.448 0.123 0.136
N -0.826 -2.322 -0.847
N -0.776 -0.075 -0.188
O 1.133 -1.211 -0.325
```

Calculated values
* LUMO: -0.091 eV
* HOMO: -0.33310 Ha

***

Formula: C4H14NO
Source: the OMol25 dataset
Level of theory: ωB97M-V with the def2-TZVPD basis set

XYZ file:
```
20
C4H14NO, DFT ωB97M-V with the def2-TZVPD basis set
C 0.156 1.796 1.172
C 1.302 1.152 0.364
N 0.745 0.064 -0.596
C 0.741 -1.363 0.027
C -0.283 -1.497 1.124
H 0.622 2.395 1.997
H -0.463 2.453 0.531
H -0.623 0.960 1.668
H 1.931 0.526 1.055
H 2.024 1.815 -0.222
H -0.236 0.241 -0.883
H 1.166 0.106 -1.541
H 0.364 -1.977 -0.815
H 1.771 -1.674 0.287
H -1.282 -1.222 0.763
H 0.124 -1.213 2.147
H -0.375 -2.582 1.314
H -2.856 0.074 -1.320
H -2.377 -0.425 -2.618
O -2.063 -0.057 -1.790
```

Calculated values
* LUMO: -2.925 eV
* HOMO: -0.57869 Ha
* net charge: +1